ORCA calculation (ωB97M-V/def2-TZVPD) on C19H10BrCl4NO2Rh as an isolated structure.

The geometry in XYZ format:
```
38
Properties=species:S:1:pos:R:3:forces:R:3
H 1.651 -4.054 -1.919 0.007 -0.001 -0.007
H 2.300 0.074 -4.808 0.007 -0.003 0.003
C 1.896 1.078 -4.753 -0.026 -0.029 0.015
C 2.145 1.983 -5.774 0.009 0.000 -0.018
H 0.143 -4.664 -3.788 0.004 -0.002 -0.004
O -1.218 0.992 1.059 -0.355 -0.002 -0.443
C -3.567 0.548 1.293 -0.046 -0.008 -0.028
Cl -5.742 -2.597 0.088 -0.043 -0.041 -0.014
H 0.429 4.636 -4.566 0.003 0.003 -0.003
C -4.426 -1.516 0.383 0.074 -0.015 -0.019
H 2.750 1.685 -6.621 0.003 -0.001 -0.002
C 1.359 -1.952 -2.164 0.044 0.007 -0.053
C -2.082 -0.988 0.174 0.069 0.181 -0.166
C 0.607 2.738 -3.594 0.026 -0.055 0.032
C 1.158 -3.282 -2.497 -0.008 -0.017 -0.004
C -3.145 -1.848 -0.067 -0.047 0.092 0.065
C -0.110 -1.293 -3.945 -0.058 0.013 0.006
C 1.619 3.265 -5.711 0.007 0.013 -0.012
Br 2.466 -0.807 1.257 0.302 0.001 -0.454
C 0.885 0.493 -2.520 0.098 0.200 0.025
O -0.848 -1.238 -0.248 0.200 -0.069 0.265
C 0.848 3.639 -4.619 -0.012 0.028 -0.001
C 0.314 -3.623 -3.543 -0.002 -0.014 0.017
N 0.840 1.008 -1.362 0.065 -0.169 0.035
H -0.606 -0.513 -4.510 -0.004 -0.005 0.001
C -2.293 0.225 0.854 0.117 0.041 -0.011
C -4.636 -0.325 1.063 0.030 0.043 0.021
Cl -3.787 2.041 2.132 -0.012 0.037 0.017
H 1.808 3.970 -6.511 -0.001 0.001 -0.005
C -0.321 -2.624 -4.268 -0.007 0.001 -0.016
H -0.987 -2.882 -5.083 -0.004 0.000 0.002
Cl -2.828 -3.305 -0.930 0.009 -0.061 -0.035
C 0.719 -0.947 -2.881 -0.090 -0.041 0.086
Rh 0.398 0.179 0.272 -0.351 -0.231 0.671
Cl -6.216 0.087 1.631 -0.046 0.015 0.019
H 2.006 -1.694 -1.337 0.003 0.021 0.034
C 1.130 1.448 -3.651 0.038 0.065 -0.020
H 0.014 3.017 -2.734 -0.003 0.002 0.001
```
Positions in Å, forces in eV/Å.

Values from the calculation:
Electronic energy: -148593.00700 eV
Total charge: -1



ORCA calculation (ωB97M-V/def2-TZVPD) on C16H52F2NO24P4S2Ti as an isolated structure in a non-equilibrium geometry.

The geometry in XYZ format:
```
102
Properties=species:S:1:pos:R:3:forces:R:3
O 4.076 -3.478 4.694 0.445 -1.061 -1.242
C -3.476 -2.917 -4.611 0.573 -0.533 1.198
H -3.574 8.192 2.799 -0.621 0.032 -0.102
H -7.689 -3.163 -3.493 0.178 0.071 -0.180
H 6.271 -2.820 2.169 -0.141 -0.209 -0.253
H 4.144 2.094 -0.881 0.177 -0.018 -0.321
H 2.599 1.460 -0.380 0.017 -0.402 0.040
H -3.602 3.676 1.574 0.182 -0.070 0.155
H -0.674 3.886 -1.984 -0.122 -0.250 0.200
O -1.474 5.089 2.630 -1.390 2.257 -1.948
O -4.905 -0.381 -5.231 -1.205 0.828 1.007
C 4.847 1.043 3.811 -0.341 0.703 -1.190
H -2.444 2.649 0.640 -0.195 -0.004 0.118
C 7.353 2.019 0.180 1.058 -0.281 0.796
H -1.036 1.125 -1.591 0.772 -0.096 0.107
O 0.467 0.707 0.862 -0.681 1.291 1.293
O 3.269 -5.572 3.211 1.419 1.734 0.482
O 6.613 1.688 1.377 -1.085 -1.135 -0.198
O -4.830 -0.771 -2.647 -0.661 -0.384 -1.334
C 6.630 -3.698 2.707 0.202 -0.084 -0.212
C -3.750 -2.647 -0.349 -0.762 0.947 0.495
H 5.547 1.074 4.646 0.263 -0.898 -0.347
H 3.899 0.315 -0.903 -0.153 0.048 0.149
H 3.145 2.818 -3.855 -0.118 0.124 -0.038
H -2.140 8.264 1.893 -0.056 0.625 -0.499
O -3.234 6.644 1.568 0.413 -3.883 -0.480
O 4.101 1.247 0.973 1.037 -0.796 -0.229
H 0.182 4.044 3.094 0.019 -0.216 -0.058
P -5.374 -1.270 -3.959 0.430 0.810 -1.225
C -5.319 1.044 -5.302 1.061 -0.484 0.569
H 2.083 -6.691 4.465 0.169 -0.146 -0.038
O -4.865 -2.693 -4.481 -2.258 1.284 0.517
H -3.870 3.414 -0.137 0.124 -0.124 -0.044
H 7.472 3.101 0.129 -0.795 0.017 -0.339
O 0.569 -2.259 -0.827 -0.755 1.049 -1.391
H 4.884 2.043 3.379 0.199 -0.052 -0.297
C 2.464 -2.791 2.073 -1.786 0.031 -0.651
P 5.489 0.477 1.255 -0.668 1.282 0.343
H 8.384 1.702 0.334 0.079 -0.389 0.092
S -0.001 -1.007 -1.379 6.271 -5.432 -1.199
O 2.036 1.924 -5.293 0.824 -0.004 -0.470
C 3.668 1.247 -0.386 -0.542 0.868 -0.477
H 3.797 1.246 -4.114 -0.074 -0.478 -1.033
C -2.229 -3.754 3.181 -0.849 0.819 -1.409
C 3.142 -6.469 4.334 0.462 0.939 0.017
O 3.746 -3.315 2.075 2.491 -2.067 1.880
H -0.574 -3.422 2.261 0.051 0.345 -0.052
H -3.483 -2.266 -1.335 0.288 -0.597 -0.230
H -2.983 -2.323 0.354 -0.034 0.230 0.139
H -2.909 -4.606 3.188 0.223 -0.330 0.002
H 1.938 -3.200 1.210 0.050 0.302 -0.274
O 5.583 -4.682 2.890 1.415 0.094 0.218
H 7.020 1.494 -0.715 -0.401 0.421 0.083
O -5.069 -2.106 -0.030 0.603 -1.480 0.167
H -8.767 -1.762 -3.307 -0.068 -0.142 -0.408
H -2.990 -2.060 -5.078 0.160 -0.370 -0.172
H -6.148 1.177 -5.998 0.130 -0.200 0.160
H -0.305 2.891 -3.423 -0.371 0.106 -0.147
H 3.826 0.993 4.189 0.074 -0.820 -0.189
O 5.892 -0.531 0.254 -0.250 0.376 1.126
O -0.928 -4.102 2.840 0.923 -1.093 0.888
H -3.762 -3.734 -0.262 -0.332 0.110 -0.402
H -3.378 -3.882 -5.108 0.197 0.395 -0.357
H -2.409 -3.194 4.098 0.586 0.044 0.330
H 3.763 -7.353 4.190 -0.253 -0.145 -0.298
C -7.731 -2.100 -3.257 -1.683 -0.449 1.188
H -5.040 -1.150 -0.120 0.101 0.502 0.081
F -0.934 -1.612 -2.538 -0.216 -1.066 -2.257
O -0.797 6.813 0.742 -1.097 -1.116 0.186
N -1.223 -0.397 -0.815 -5.907 2.702 4.831
H 0.526 2.516 -1.984 -0.067 0.264 0.427
C 2.860 1.803 -4.133 -1.007 0.560 1.060
F -1.874 0.338 1.319 -0.827 0.456 0.621
H 7.389 -4.231 2.135 0.019 0.291 0.058
H 3.538 -5.965 5.216 -0.289 -0.032 0.259
C -3.095 3.523 0.622 -0.268 0.172 0.020
H -5.515 1.457 -4.313 -0.535 -0.375 0.108
C -0.435 2.885 -2.341 -0.157 -1.157 -0.165
Ti -3.237 0.346 -1.169 -0.201 -0.261 -0.995
O 0.874 -0.160 -2.160 -0.082 0.448 0.121
H -7.513 -1.961 -2.198 0.754 0.082 -0.035
H -3.141 -3.060 -3.583 0.737 0.144 -0.158
H -1.319 3.100 2.856 0.264 -0.181 0.004
O -1.457 1.899 -1.972 -0.329 1.727 -0.493
P -1.856 5.906 1.243 0.410 -2.841 -0.167
C -3.185 7.968 1.806 0.599 2.951 1.060
H 2.240 1.398 -3.333 0.190 -0.035 0.229
O -2.301 4.644 0.242 1.045 2.854 0.930
O -7.001 -1.300 -4.146 2.932 0.235 0.161
O -0.419 -1.537 1.668 -1.280 1.809 -0.591
H -2.518 -3.113 2.348 -0.921 0.252 0.278
H 1.894 -3.192 2.911 -0.122 0.771 0.371
O 5.101 0.025 2.744 1.265 0.905 0.964
C -0.708 3.919 2.477 0.673 -1.030 0.598
H 7.039 -3.333 3.649 -0.109 -0.359 0.190
H -0.399 3.674 1.460 -0.072 0.230 -0.037
H 1.455 1.167 -5.396 0.182 -0.192 0.332
S -0.522 -0.351 0.781 3.384 -1.930 -1.137
H -4.436 1.618 -5.584 -0.045 -0.286 -0.559
H 2.539 -1.709 1.965 -0.430 -0.045 0.415
P 4.207 -4.179 3.387 -3.590 0.137 -0.975
H -3.711 8.487 1.005 0.079 0.355 0.236
```
Positions in Å, forces in eV/Å.

Values from the calculation:
Electronic energy: -155443.57508 eV
Multiplicity: 5
Total charge: -1



ORCA calculation (ωB97M-V/def2-TZVPD) on a 11-piece molecular cluster, C28H49F3N14OSi overall in a non-equilibrium geometry.

The geometry in XYZ format:
```
96
Properties=species:S:1:pos:R:3:forces:R:3
N -4.184 -3.089 -0.419 -0.077 -0.049 0.058
N 1.718 -1.031 -1.698 0.319 -0.307 -0.169
H 0.701 -5.925 -0.070 -0.012 0.010 -0.005
H 6.367 -6.771 -3.078 0.008 -0.008 0.001
H 7.454 -3.415 4.932 0.001 0.006 0.004
C -3.358 -6.108 3.922 -0.028 0.177 0.076
C -0.925 0.030 0.224 0.109 -0.718 -0.016
H -5.397 -2.451 2.418 -0.002 0.006 -0.005
F -3.014 5.615 1.363 0.269 0.235 0.269
C -4.393 -2.782 2.159 -0.003 0.017 0.048
H -0.915 5.223 -5.047 0.021 -0.012 0.011
C -5.469 5.676 -2.375 -0.062 0.022 -0.001
H 2.119 3.321 2.272 -0.257 0.167 -0.088
H -1.793 1.192 1.704 -0.021 -0.019 0.016
H 4.355 2.968 1.536 0.185 -0.018 -0.043
C 0.220 -6.901 -0.098 0.018 0.027 0.001
H 6.196 -1.168 -1.574 0.006 -0.018 -0.018
H -0.655 4.006 1.330 0.141 -0.017 -0.031
H -2.706 4.411 -0.761 -0.025 -0.243 -0.134
H 7.919 -5.921 -2.959 0.003 -0.002 0.002
C -3.192 -6.771 2.635 -0.007 -0.108 -0.008
H -3.673 -2.044 2.510 0.029 -0.022 -0.011
H -5.794 6.142 1.999 0.013 -0.025 0.014
H -2.693 2.739 -0.163 -0.018 -0.010 0.159
H -2.105 -1.089 -1.000 -0.083 -0.118 0.099
C 0.170 -7.463 1.246 0.021 -0.051 0.131
O 2.846 4.049 -0.749 -0.154 -0.194 -0.107
C 1.641 2.429 1.863 0.520 -1.167 0.143
H -2.530 -0.262 1.388 0.068 0.094 0.183
C -0.557 0.963 -0.951 0.026 0.305 0.994
N -8.220 8.126 2.290 0.075 -0.097 -0.009
N 1.764 2.332 0.389 -0.731 1.477 0.166
H 6.358 -2.313 4.070 0.004 0.015 -0.041
H 0.787 -7.561 -0.752 -0.005 0.002 -0.009
H -0.561 4.875 -0.192 0.147 0.006 0.175
C 2.888 3.082 -0.022 0.476 -0.103 0.141
H 0.599 2.386 2.177 0.000 0.202 -0.078
C 4.207 2.573 0.530 -0.571 0.012 -0.260
C 7.324 -2.814 4.033 -0.020 -0.013 0.023
F -4.457 4.051 1.120 -0.213 -0.124 0.005
N 7.436 -4.342 1.925 -0.009 0.089 0.081
N -1.362 3.283 -2.614 -0.458 0.260 -0.591
H -6.488 6.029 -2.225 0.021 0.053 0.050
H -2.696 -6.094 1.941 0.008 -0.006 -0.005
H -2.492 4.439 -5.279 -0.002 -0.030 -0.019
C -7.572 7.182 2.378 -0.108 0.123 0.006
C -1.376 3.709 -3.679 -0.216 0.016 0.090
H 4.155 1.487 0.582 0.268 0.041 0.114
H 2.791 -2.937 -3.956 0.044 0.015 0.004
H 8.110 -2.063 3.988 -0.005 0.007 -0.011
H -4.812 6.531 -2.520 -0.015 0.012 -0.017
H 0.130 0.188 1.999 0.059 0.043 -0.032
N 5.398 -0.556 1.423 0.044 -0.054 -0.012
N 0.196 -0.274 1.108 0.014 -0.138 -0.141
C -4.278 -2.949 0.717 0.029 -0.032 -0.151
H -5.148 5.133 -1.487 -0.006 -0.069 -0.041
H 0.760 3.181 -1.818 0.427 -0.129 0.030
C 2.137 -2.071 -4.049 -0.011 -0.031 -0.032
C -2.380 3.760 0.050 0.428 0.472 0.239
H 6.009 -2.720 -0.741 0.015 -0.015 0.016
H 6.932 -6.170 -1.506 0.012 0.011 0.006
C -0.855 3.925 0.260 -0.148 -0.172 -0.185
H -1.000 3.592 -5.736 -0.005 -0.001 -0.003
F -2.761 3.728 2.410 0.153 -0.016 0.263
H 4.581 -1.853 -1.327 -0.009 -0.007 0.009
H -4.166 -7.044 2.232 -0.004 0.010 0.001
Si 0.272 2.631 -0.562 -0.111 -0.328 -0.397
N -5.437 4.129 -4.474 0.111 0.118 0.073
H -4.194 -3.726 2.664 0.008 0.019 0.042
N 5.712 -3.688 -2.991 -0.021 -0.312 -0.238
H 1.192 -2.380 -4.492 -0.004 0.010 -0.004
H -1.487 1.147 -1.484 0.138 0.001 -0.194
C -6.753 5.982 2.487 0.018 0.018 -0.015
H -0.788 -6.789 -0.491 0.003 0.012 -0.011
C -1.447 4.274 -5.016 -0.010 0.038 -0.113
C -5.440 4.813 -3.551 0.035 -0.136 -0.028
N -2.065 0.538 0.979 -0.053 0.091 -0.315
H -2.585 -7.666 2.750 0.038 0.025 0.002
C 7.390 -3.671 2.856 -0.033 -0.064 -0.198
H 4.985 2.915 -0.147 0.152 -0.026 0.209
N -3.501 -5.542 4.911 -0.005 -0.080 -0.092
C 1.900 -1.490 -2.735 0.034 0.041 0.136
C 5.570 -1.739 -0.892 -0.030 0.175 0.216
C -3.124 4.279 1.246 -0.549 -0.286 -0.595
H -6.581 5.744 3.535 0.009 -0.008 -0.001
H -7.257 5.144 2.010 0.017 -0.015 0.002
H 0.155 0.430 -1.593 -0.325 0.281 0.111
H -0.604 -1.644 -0.833 -0.009 -0.203 0.184
C 6.902 -5.968 -2.576 -0.010 -0.032 0.035
H 2.612 -1.336 -4.696 0.008 -0.005 -0.003
N -1.389 -1.281 -0.299 -0.025 0.504 -0.253
H 1.096 -0.117 0.674 -0.002 0.093 0.044
H 2.131 1.570 2.337 0.001 0.066 0.040
N 0.130 -7.904 2.305 -0.048 0.034 -0.123
C 6.228 -4.699 -2.815 -0.024 0.166 -0.031
C 5.473 -1.062 0.394 -0.010 0.016 0.163
```
Positions in Å, forces in eV/Å.

Values from the calculation:
Electronic energy: -68768.54742 eV
Structure (SMILES): CC(=O)N(C)[Si@H](CCC(F)(F)F)CC(N)(N)N.CC#N.CC#N.CC#N.CC#N.CC#N.CC#N.CC#N.CC#N.CC#N.CC#N